Record 1
{
  "formula": "C4H11O4",
  "method": "wB97M-V/def2-TZVPD",
  "elements": ["O", "C", "C", "C", "C", "O", "H", "H", "H", "H", "H", "H", "H", "H", "H", "O", "H", "H", "O"],
  "coordinates": [[-0.909, -3.646, -1.369], [-0.106, -2.785, -1.126], [-0.358, -1.458, -0.492], [0.545, -0.388, -1.144], [0.253, 1.006, -0.574], [0.741, 1.120, 0.723], [0.967, -2.970, -1.365], [-0.107, -1.607, 0.561], [-1.388, -1.127, -0.558], [1.605, -0.583, -0.946], [0.298, -0.420, -2.214], [0.746, 1.748, -1.229], [-0.841, 1.193, -0.599], [-0.965, 3.516, 0.509], [0.271, 2.761, 1.086], [-0.300, 3.572, 1.212], [0.115, 0.293, 1.721], [-0.501, 0.126, 3.256], [-0.065, -0.350, 2.548]],
  "spin_multiplicity": 1,
  "homo_lumo_gap_ev": 8.106,
  "de_lowest_kcal_mol": 33.96,
  "total_charge": -1,
  "homo_energy_ha": -0.1609
}



Record 2
{
  "formula": "C40H25ClF6IN4O4RuSSb",
  "method": "wB97M-V/def2-TZVPD",
  "elements": ["Ru", "O", "C", "O", "C", "C", "Cl", "N", "N", "C", "C", "O", "O", "C", "C", "C", "C", "C", "C", "H", "H", "H", "H", "H", "H", "F", "C", "F", "F", "C", "C", "C", "C", "N", "C", "S", "H", "H", "H", "I", "C", "C", "C", "C", "C", "N", "H", "H", "H", "H", "F", "C", "C", "C", "C", "C", "C", "Sb", "C", "C", "C", "C", "F", "C", "C", "C", "C", "C", "C", "F", "C", "C", "H", "H", "H", "H", "H", "H", "H", "H", "H", "H", "H", "H"],
  "coordinates": [[0.047, -1.359, 0.919], [2.702, -6.197, -0.312], [3.518, -5.212, 0.012], [4.620, -5.397, 0.437], [3.068, -3.787, -0.200], [3.980, -2.790, -0.547], [5.571, -2.917, -1.067], [3.385, -1.576, -0.427], [2.147, -1.720, 0.041], [1.913, -3.053, 0.130], [0.512, -3.117, 0.512], [0.159, -5.359, -0.886], [-1.046, -3.236, -1.349], [3.992, -0.295, -0.665], [3.756, 0.343, -1.870], [4.414, 1.536, -2.126], [5.289, 2.062, -1.185], [5.508, 1.407, 0.020], [4.857, 0.214, 0.289], [1.876, -5.892, -0.728], [3.095, -0.103, -2.605], [4.257, 2.044, -3.069], [5.812, 2.985, -1.395], [6.201, 1.816, 0.743], [5.046, -0.337, 1.201], [-4.598, -3.279, -3.410], [-3.389, -3.378, -2.866], [-2.479, -3.110, -3.807], [-3.211, -4.641, -2.456], [-3.247, -2.421, -1.696], [-4.265, -1.583, -1.305], [-4.074, -0.763, -0.193], [-2.864, -0.784, 0.449], [-1.838, -1.581, 0.057], [-2.054, -2.400, -0.982], [-0.605, -4.376, -0.151], [-5.200, -1.583, -1.848], [-4.850, -0.099, 0.156], [-2.670, -0.135, 1.287], [1.654, -0.167, 3.360], [-0.112, -1.190, 3.805], [-0.487, -1.387, 5.120], [-1.631, -2.125, 5.376], [-2.346, -2.645, 4.307], [-1.907, -2.397, 3.023], [-0.809, -1.662, 2.762], [0.117, -0.981, 5.919], [-1.946, -2.305, 6.394], [-3.231, -3.245, 4.457], [-2.429, -2.806, 2.175], [3.908, 5.617, -1.138], [3.006, 4.667, -0.882], [2.974, 4.111, 0.385], [2.057, 3.105, 0.639], [1.185, 2.679, -0.361], [1.235, 3.263, -1.623], [2.154, 4.265, -1.893], [-0.334, 1.306, 0.119], [-1.375, 1.114, -1.708], [-2.613, 1.704, -1.948], [-3.290, 1.461, -3.135], [-2.714, 0.617, -4.067], [-3.371, 0.365, -5.198], [-1.485, 0.014, -3.862], [-0.821, 0.268, -2.673], [-1.567, 2.502, 1.341], [-1.902, 3.798, 0.946], [-2.660, 4.610, 1.774], [-3.061, 4.112, 3.002], [-3.784, 4.889, 3.805], [-2.728, 2.840, 3.432], [-1.972, 2.040, 2.590], [3.655, 4.470, 1.144], [2.008, 2.682, 1.636], [0.551, 2.952, -2.403], [2.211, 4.740, -2.862], [-3.063, 2.359, -1.212], [-4.247, 1.918, -3.348], [-1.073, -0.634, -4.623], [0.145, -0.202, -2.504], [-1.563, 4.192, -0.005], [-2.932, 5.616, 1.492], [-3.053, 2.505, 4.406], [-1.689, 1.044, 2.928]],
  "spin_multiplicity": 1,
  "homo_lumo_gap_ev": 6.158,
  "total_charge": 2,
  "homo_energy_ha": -0.5065
}



Record 3
{
  "formula": "C5H9NO2",
  "method": "wB97M-V/def2-TZVPD",
  "elements": ["C", "C", "C", "H", "H", "H", "H", "H", "H", "C", "N", "C", "O", "O", "H", "H", "H"],
  "coordinates": [[-0.385, -1.335, -1.844], [0.058, -0.054, -1.208], [0.585, 0.990, -1.848], [-0.457, 0.199, -0.089], [0.348, -2.123, -1.647], [-1.342, -1.671, -1.438], [-0.454, -1.241, -2.931], [0.689, 1.009, -2.927], [0.830, 1.888, -1.291], [-0.712, 0.223, 1.821], [-0.240, 1.128, 2.698], [0.669, -0.296, 0.815], [-1.757, -0.384, 1.906], [1.738, 0.267, 1.049], [-0.774, 1.401, 3.509], [0.744, 1.370, 2.646], [0.461, -1.372, 0.779]],
  "spin_multiplicity": 1,
  "smiles": "NC(=O)C=O.C=CC",
  "homo_lumo_gap_ev": 9.272,
  "de_lowest_kcal_mol": 86.40,
  "homo_energy_ha": -0.3245
}



Record 4
{
  "formula": "C5H11NO",
  "method": "wB97M-V/def2-TZVPD",
  "elements": ["C", "O", "C", "C", "C", "C", "N", "H", "H", "H", "H", "H", "H", "H", "H", "H", "H", "H"],
  "coordinates": [[-0.598, 0.846, 1.882], [-1.539, 1.892, 1.747], [0.485, 0.972, 0.817], [-0.130, 0.966, -0.608], [-0.116, -0.442, -1.162], [0.782, -1.402, -1.349], [0.527, -2.675, -1.820], [-1.166, -0.081, 1.662], [-0.205, 0.702, 2.894], [-1.199, 2.658, 2.218], [1.150, 1.837, 0.944], [1.234, 0.185, 0.860], [0.429, 1.521, -1.371], [-1.161, 1.271, -0.451], [-1.171, -0.777, -1.311], [1.846, -1.245, -1.116], [-0.222, -2.829, -2.471], [1.054, -3.401, -1.366]],
  "spin_multiplicity": 1,
  "smiles": "N/C=C/CCCO",
  "homo_lumo_gap_ev": 8.899,
  "de_lowest_kcal_mol": 51.07,
  "homo_energy_ha": -0.2888
}



Record 5
{
  "formula": "C10H19CdCl3GeN5O3P",
  "method": "wB97M-V/def2-TZVPD",
  "elements": ["Cd", "Cl", "Ge", "Cl", "Cl", "N", "C", "P", "O", "O", "C", "N", "H", "H", "H", "H", "H", "H", "H", "H", "H", "H", "N", "C", "C", "C", "C", "C", "N", "C", "H", "H", "H", "H", "C", "C", "N", "O", "H", "H", "H", "H", "H"],
  "coordinates": [[-0.453, 0.445, 0.410], [-2.245, -1.396, 4.033], [-0.552, -0.549, 3.137], [1.260, -1.279, 3.966], [-0.609, 1.652, 3.338], [-2.671, -3.305, -1.367], [-1.400, -3.894, -0.820], [-0.339, -2.580, -0.083], [-0.478, -2.431, 1.399], [-0.638, -1.332, -0.909], [1.366, -3.212, -0.359], [2.237, -2.664, 0.729], [-3.346, -3.093, -0.627], [-3.131, -3.953, -2.015], [-2.470, -2.433, -1.869], [-0.873, -4.364, -1.652], [-1.649, -4.660, -0.087], [1.762, -2.898, -1.324], [1.389, -4.301, -0.304], [1.846, -2.888, 1.653], [2.269, -1.624, 0.680], [3.185, -3.045, 0.675], [-1.167, 4.027, -4.777], [-1.441, 3.850, -3.677], [-1.743, 3.615, -2.293], [-2.581, 4.453, -1.559], [-2.823, 4.152, -0.228], [-2.228, 3.040, 0.334], [-1.418, 2.230, -0.375], [-1.185, 2.514, -1.668], [-3.030, 5.319, -2.029], [-3.470, 4.773, 0.375], [-2.394, 2.782, 1.371], [-0.538, 1.849, -2.227], [4.123, 0.737, 0.411], [2.748, 1.034, 0.911], [2.540, 2.150, 1.569], [1.802, 0.207, 0.681], [4.856, 1.472, 0.733], [4.101, 0.704, -0.679], [4.445, -0.241, 0.771], [3.298, 2.790, 1.755], [1.645, 2.348, 1.996]],
  "spin_multiplicity": 2,
  "homo_lumo_gap_ev": [8.310, 6.817],
  "de_lowest_kcal_mol": 0.00,
  "total_charge": 3,
  "homo_energy_ha": [-0.6408, -0.6645]
}



Record 6
{
  "formula": "C3H5NO2S2",
  "method": "wB97M-V/def2-TZVPD",
  "elements": ["C", "C", "C", "N", "O", "O", "S", "S", "H", "H", "H", "H", "H"],
  "coordinates": [[-0.642, 0.971, -1.014], [1.021, -0.686, 0.056], [0.162, 0.513, 0.293], [1.131, 1.625, 0.525], [2.123, 1.683, -0.184], [0.783, 2.402, 1.382], [-0.011, 0.675, -2.466], [-2.096, 1.678, -0.571], [0.801, -1.207, -0.968], [0.885, -1.323, 0.959], [2.141, -0.372, -0.121], [-0.614, 0.558, 0.988], [-2.440, 2.330, -1.715]],
  "spin_multiplicity": 1,
  "smiles": "C[C@H](C(=S)S)[N+](=O)[O-]",
  "homo_lumo_gap_ev": 8.270,
  "de_lowest_kcal_mol": 108.15,
  "homo_energy_ha": -0.3370
}



Calculated E in order - -12517.136, -112902.091, -10912.829, -8899.483, -132187.068, -30443.420 eV